--- 1 ---
Density functional theory data (ωB97M-V with the def2-TZVPD basis set) for the molecule Cl2OS.

HOMO energy (alpha / beta) ... -0.3543 / -0.3543 hartree
Kohn-Sham gap (alpha / beta) ... 7.7 / 7.7 eV
Total charge ... 0

Each line ends with the Löwdin charge.
Geometry (Å):
O -0.64631 -0.52995 -0.45029  -0.9972
S 0.64513 -0.71493 0.37040  0.4382
Cl -2.02544 0.60196 0.19112  0.4109
Cl 2.02663 0.64292 -0.11123  0.1481

--- 2 ---
Density functional theory data (ωB97M-V with the def2-TZVPD basis set) for a 2-piece molecular cluster, Cl2OS overall.

HOMO energy (alpha / beta) ... -0.3538 / -0.3544 hartree
Kohn-Sham gap (alpha / beta) ... 5.7 / 5.7 eV
Total charge ... 0

Each line ends with the Löwdin charge.
Geometry (Å):
O -1.84063 -1.03210 1.39330  -0.6890
S 0.31913 0.91619 -1.29261  0.0679
Cl 2.17451 0.15190 -1.37036  -0.0002
Cl -0.65300 -0.03600 1.26967  0.6214

On energetic grounds, 1 is preferred over the next structure by 69.1 kcal/mol.

--- 1 ---
Density functional theory data (ωB97M-V with the def2-TZVPD basis set) for a 2-piece molecular cluster, C2HClIO2 overall.

HOMO energy ... -0.1091 hartree
Kohn-Sham gap ... 6.1 eV
Total charge ... -1

Each line ends with the Löwdin charge.
Geometry (Å):
C 0.95299 -1.13516 -0.53717  -0.5218
C -0.51360 0.58729 0.29305  -1.2042
O 0.77830 -2.00928 0.26042  0.0739
O 1.44426 -0.49395 -1.41330  0.0695
Cl -0.41302 0.97406 2.13027  0.1991
I -2.44582 0.82896 -0.52631  0.4738
H 0.19688 1.24808 -0.20696  -0.0904

--- 2 ---
Density functional theory data (ωB97M-V with the def2-TZVPD basis set) for C2HClIO2 as an isolated structure.

HOMO energy ... -0.1070 hartree
Kohn-Sham gap ... 6.2 eV
Total charge ... -1

Each line ends with the Löwdin charge.
Geometry (Å):
C 2.09233 1.01037 -0.19177  -0.5158
C -1.87883 -0.31193 -0.15907  -1.1229
O 2.53773 -0.01813 0.02825  0.1818
O 1.61179 2.04118 -0.42830  0.1489
Cl -0.66129 0.41147 1.03854  0.1912
I -1.06782 -2.25197 -0.76054  0.2849
H -2.63391 -0.88100 0.47289  -0.1682

On energetic grounds, 1 is preferred over the next structure by 4.0 kcal/mol.

--- 1 ---
Density functional theory data (ωB97M-V with the def2-TZVPD basis set) for the molecule C17H21N3O4S.

HOMO energy ... -0.3140 hartree
Kohn-Sham gap ... 8.6 eV
Total charge ... 0

Each line ends with the Löwdin charge.
Geometry (Å):
C -2.19583 -3.15216 1.33372  -0.0368
C -0.98916 -3.05513 0.40767  -0.3685
C -1.01228 -4.11099 -0.69162  -0.0383
H -0.15078 -3.99298 -1.34534  0.0833
H -0.98317 -5.10004 -0.24309  0.0830
H -1.91970 -4.01581 -1.28181  0.0770
H -0.06550 -3.14825 0.99171  0.1455
O -0.86291 -1.72941 -0.14676  0.0235
C -1.84193 -1.20840 -0.87099  -0.4943
O -2.85756 -1.75963 -1.20611  0.1193
C -1.51464 0.22686 -1.25090  -0.0022
H -2.34799 0.62001 -1.82893  0.1190
H -0.61339 0.23601 -1.86646  0.1115
C -1.23744 1.05164 0.02097  -0.1590
N -0.90018 2.43648 -0.24631  -0.0449
C 0.31161 2.95388 0.01550  -0.7854
S 0.58266 4.57759 0.13592  0.7029
N 1.39000 2.10087 0.24986  0.0744
C 1.86584 1.13262 -0.61952  -0.4030
O 1.31515 0.85655 -1.66160  0.0937
C 3.11518 0.47708 -0.16201  -0.1371
C 3.93907 -0.09436 -1.12900  -0.0103
C 5.10890 -0.73053 -0.76034  -0.0680
C 5.45791 -0.81443 0.57791  -0.0762
C 4.63136 -0.26712 1.54638  -0.0740
C 3.46429 0.37959 1.18302  -0.0298
H 2.81603 0.77911 1.94952  0.1137
H 4.89675 -0.34622 2.59006  0.1055
H 6.37078 -1.31257 0.86849  0.1048
H 5.74772 -1.16381 -1.51506  0.1061
H 3.64491 -0.02308 -2.16519  0.1197
H 2.09401 2.53680 0.83389  0.1146
C -1.97625 3.39499 -0.43542  -0.1798
C -3.35056 2.73395 -0.44786  -0.1447
N -3.44788 1.79810 0.64435  0.1012
C -2.45084 0.95253 0.95296  -0.4359
O -2.49778 0.16727 1.87339  0.0895
H -4.29137 1.74900 1.19536  0.1567
H -3.53365 2.23395 -1.40580  0.1120
H -4.11127 3.50652 -0.32506  0.1305
H -1.92780 4.12468 0.38412  0.0896
H -1.80784 3.94192 -1.36865  0.1243
H -0.39897 0.57872 0.54106  0.1532
H -2.11778 -4.04962 1.94089  0.0831
H -2.23364 -2.27987 1.98277  0.0702
H -3.11409 -3.19234 0.75431  0.0804

--- 2 ---
Density functional theory data (ωB97M-V with the def2-TZVPD basis set) for the molecule C17H21N3O4S.

HOMO energy ... -0.3196 hartree
Kohn-Sham gap ... 9.3 eV
Total charge ... 0

Each line ends with the Löwdin charge.
Geometry (Å):
C -5.51402 -2.11236 -0.36165  -0.0847
H -4.76924 -2.70798 0.17584  0.0941
O -4.90574 -1.14874 -1.18788  -0.0810
C -4.11686 -0.20348 -0.61320  -0.2851
C -3.52648 0.71134 -1.48802  -0.0031
C -2.69905 1.70346 -1.00782  -0.0340
C -2.44424 1.81427 0.35470  -0.2344
C -3.02762 0.90378 1.22025  -0.0353
C -3.86202 -0.09560 0.74985  -0.0193
H -4.30284 -0.78188 1.45471  0.1062
H -2.82762 0.97118 2.27883  0.1226
C -1.49138 2.86644 0.87595  -0.0525
C -0.12372 2.30359 0.80018  -0.3332
N 0.47618 1.56735 1.67188  0.1024
N 1.67091 1.20823 1.15095  0.0347
C 1.73665 1.75296 -0.02781  -0.6811
S 3.03318 1.68204 -1.15675  1.0338
C 4.22670 0.71980 -0.16361  -0.3367
H 5.20164 0.96111 -0.58481  0.0855
H 4.14560 1.05857 0.86675  0.0814
C 3.98046 -0.78115 -0.31046  -0.5786
O 4.56907 -1.43983 -1.14103  0.0511
N 3.08472 -1.27947 0.55771  0.0668
C 2.69541 -2.66819 0.52064  -0.1064
H 2.93348 -3.14093 1.47816  0.1293
H 3.27562 -3.14039 -0.27533  0.1262
C 1.19538 -2.86487 0.26012  -0.3108
H 1.03401 -3.93741 0.06715  0.1486
O 0.45290 -2.51709 1.42253  -0.0935
C -0.63019 -1.66836 1.08325  -0.1940
H -1.51340 -2.00750 1.63068  0.1151
C -0.79914 -1.75781 -0.43377  -0.1374
H -1.22272 -0.84878 -0.85493  0.0968
H -1.44289 -2.59893 -0.69427  0.1160
C 0.63158 -2.02677 -0.89262  -0.1093
H 0.68679 -2.55157 -1.84301  0.1213
H 1.18460 -1.09059 -0.97969  0.0995
H -0.40300 -0.64283 1.40085  0.0884
H 2.57692 -0.66060 1.18125  0.1101
O 0.62965 2.46401 -0.32186  0.0900
H -1.53953 3.76833 0.26523  0.1298
H -1.71423 3.10169 1.91586  0.1295
H -2.24451 2.39918 -1.69822  0.1196
H -3.73108 0.61800 -2.54262  0.1209
H -6.19922 -1.65132 0.35671  0.0963
H -6.07792 -2.75977 -1.03113  0.0944

On energetic grounds, 1 is preferred over the next structure by 45.7 kcal/mol.

--- 1 ---
Density functional theory data (ωB97M-V with the def2-TZVPD basis set) for the molecule C4H9N3O2.

HOMO energy ... -0.3692 hartree
Kohn-Sham gap ... 10.4 eV
Total charge ... 0

Each line ends with the Löwdin charge.
Geometry (Å):
C -0.92772 0.22741 1.15098  -0.3920
C 1.40324 -0.01949 0.60246  -0.0530
C -0.33894 0.45551 -1.27915  -0.0669
C 0.09558 0.62443 0.15050  -0.4077
N -1.08760 1.15230 2.07649  0.1502
N -1.60771 -0.85884 1.20402  0.2123
N -1.82541 0.87363 3.18178  -0.4144
O -1.76500 1.71018 4.05426  0.0730
O -2.54115 -0.15553 3.21339  -0.0077
H 1.25035 -1.22034 0.61912  0.1311
H 1.76872 0.22378 1.62642  0.0913
H 2.16973 0.35726 -0.05049  0.0686
H 0.05321 -0.50147 -1.69099  0.0768
H -0.06366 1.31242 -2.05248  0.1243
H -1.47770 0.34029 -1.24879  0.0989
H 0.22536 1.62825 0.28941  0.1000
H -1.22954 -1.45376 0.45769  0.1368
H -2.09069 -1.12223 2.05566  0.0785

--- 2 ---
Density functional theory data (ωB97M-V with the def2-TZVPD basis set) for the molecule C4H9N3O2.

HOMO energy ... -0.3474 hartree
Kohn-Sham gap ... 10.0 eV
Total charge ... 0

Each line ends with the Löwdin charge.
Geometry (Å):
C -0.55336 0.25451 0.11848  -0.3656
C -0.88735 -0.12970 -1.33461  -0.0384
N -1.66366 0.06027 1.03711  -0.0702
C 2.03115 -0.21194 0.25914  -0.4855
C 0.59681 -0.59910 0.58205  -0.2602
N 2.24097 0.90592 -0.46683  0.1831
O -2.82973 0.73823 0.56530  -0.0777
N 0.36676 -1.67451 1.19593  0.2032
O 2.93932 -0.91673 0.65000  0.0594
H -3.03021 1.39583 1.24476  0.0916
H -1.89453 -0.93152 1.07122  0.1067
H -0.29837 1.32127 0.17291  0.1357
H 1.49948 1.49276 -0.80190  0.0896
H 3.19213 1.15994 -0.68068  0.1192
H 1.22178 -2.18354 1.43095  0.0769
H -1.13519 -1.18808 -1.37877  0.0882
H -0.04760 0.06106 -1.99821  0.0712
H -1.74841 0.44533 -1.66687  0.0727

On energetic grounds, 2 is preferred over the next structure by 66.8 kcal/mol.

--- 1 ---
Density functional theory data (ωB97M-V with the def2-TZVPD basis set) for the molecule C5H8O4.

HOMO energy ... -0.3581 hartree
Kohn-Sham gap ... 10.1 eV
Total charge ... 0

Each line ends with the Löwdin charge.
Geometry (Å):
O -0.96633 1.73710 1.03254  0.0885
C -1.68132 0.71114 0.62146  -0.5010
O -2.43688 0.19519 1.43225  0.0986
C 1.85517 0.00026 0.71366  -0.1916
O 0.83528 -0.90897 0.46140  -0.0424
C 0.10619 -0.71326 -0.70847  -0.2832
C -1.16693 -1.47984 -0.79798  -0.0193
C -1.21351 0.01933 -0.63061  -0.1300
H 2.69622 -0.24014 0.04268  0.1335
H 2.18355 -0.17011 1.74473  0.1433
H 0.71456 -0.56324 -1.60536  0.1566
H -1.45799 -1.90838 -1.75621  0.1124
H -1.42690 -2.08182 0.07403  0.1289
H -1.51137 0.58125 -1.52011  0.1501
O 1.59436 1.44141 0.51253  -0.0401
H 0.02065 1.67784 0.75991  0.0869
H 1.85525 1.70224 -0.37644  0.1089

--- 2 ---
Density functional theory data (ωB97M-V with the def2-TZVPD basis set) for the molecule C5H8O4.

HOMO energy (alpha / beta) ... -0.2538 / -0.2873 hartree
Kohn-Sham gap (alpha / beta) ... 7.2 / 8.4 eV
Total charge ... 0

Each line ends with the Löwdin charge.
Geometry (Å):
C -0.16209 2.59997 0.15269  -0.0630
C -1.27884 2.21784 0.88297  -0.2913
O -1.83535 1.07741 0.54219  -0.0660
H -0.26080 3.57435 -0.33275  0.0609
H -1.38320 2.48549 1.94167  0.1204
H 0.84082 2.20916 0.33246  0.0670
C -0.79023 0.50416 -0.64606  -0.0539
C 0.22376 -0.39431 0.02752  -0.1347
O 0.24445 -1.67962 -0.59997  0.0415
C 1.08453 -2.58262 -0.13227  -0.6415
O 1.83347 -2.43775 0.80357  0.1220
O 0.95052 -3.69749 -0.84026  0.1598
H -1.30884 -0.19052 -1.33163  0.1203
H -1.01461 1.23836 -1.43463  0.1380
H 0.05201 -0.53923 1.10212  0.1526
H 1.25373 -0.01541 0.02587  0.1303
H 1.55066 -4.36980 -0.49349  0.1377

On energetic grounds, 1 is preferred over the next structure by 99.8 kcal/mol.